Density functional theory data (the ωB97M-V functional and the def2-TZVPD basis) for 2 unconnected molecules or ions with the total composition C5H11O2.

Properties
**E_LUMO**: 3.5 eV
**ΔE to the lowest compared entry with this formula, charge and spin**: 0.225 eV
**Orbital gap**: 7.3 eV
**E_HOMO**: -3.8 eV
**Charge**: -1
**E**: -9459.8043 eV

CARTESIAN COORDINATES (ANGSTROEM)
O (2.18249, 2.40593, 0.97920)
O (0.70031, 2.65398, 2.66770)
C (1.05716, 2.64763, 1.46719)
C (-0.07336, 2.92943, 0.45551)
C (-0.93990, -0.98161, 0.18768)
C (0.08957, -1.36515, -0.89513)
C (0.18740, -2.86639, -1.09306)
H (0.83832, -3.13750, -1.91993)
H (-0.90681, 3.37294, 1.00112)
H (1.04430, -0.94298, -0.57018)
H (-0.99336, 0.10036, 0.30584)
H (0.51376, -3.32779, -0.16899)
H (-0.15876, -0.86600, -1.82959)
H (-0.62810, -1.47251, 1.11459)
H (0.26477, 3.54666, -0.38282)
H (-1.92915, -1.36469, -0.07549)
H (-0.46543, 2.00999, 0.01799)
H (-0.78320, -3.34230, -1.26162)

Density functional theory data (the ωB97M-V functional and the def2-TZVPD basis) for a single C23H24N4O3S molecule.

Properties
**E_LUMO**: -1.0 eV
**ΔE to the lowest compared entry with this formula, charge and spin**: 20.274 eV
**Orbital gap**: 6.8 eV
**E_HOMO**: -7.8 eV
**Charge**: 0
**E**: -47160.5369 eV

CARTESIAN COORDINATES (ANGSTROEM)
S (1.16361, 2.87287, 1.17295)
O (5.35934, 0.27360, 0.34259)
O (-6.58834, -1.24114, 2.43320)
O (2.47181, -0.90606, -1.32356)
N (2.73906, 0.95836, 0.19147)
N (-6.56842, -0.93919, 0.33273)
N (-5.08411, 1.22111, -1.05628)
N (0.48258, 0.65735, -0.28235)
C (8.98570, -0.01042, 0.69464)
C (9.09974, -1.36284, 0.10850)
C (-1.58494, 1.89598, 0.07376)
C (-5.56404, -2.96256, 1.04738)
C (-1.60679, -0.20844, -1.17208)
C (-4.04431, -2.80168, 1.20964)
C (6.76394, -1.10551, -0.41402)
C (-3.76522, 1.00238, -0.99620)
C (-5.91156, 1.39836, 0.02132)
C (-6.17411, -1.13702, -1.32395)
C (-5.70726, 0.08502, -1.95592)
C (-6.82736, 0.47120, 0.31080)
C (5.40554, -1.72133, -0.80351)
C (7.87774, -1.94533, -0.41934)
C (6.68475, -0.01356, 0.35631)
C (3.12746, -0.24388, -0.29763)
C (-0.87484, 0.75958, -0.65962)
C (4.71469, -0.48482, -0.33775)
C (-2.94738, 1.68813, -0.26168)
C (1.39949, 1.34486, 0.11413)
C (-6.22618, -1.74222, 1.11962)
C (-2.86487, -0.27782, -1.42484)
C (7.74034, 0.50959, 0.78091)
H (-3.63687, -2.29322, 2.05596)
H (5.02095, -2.32516, -1.35561)
H (-3.51369, -3.84711, 1.12919)
H (-6.27341, 2.59497, -0.40029)
H (-1.25599, 2.64305, 0.85729)
H (-7.76614, 0.56380, -0.29027)
H (3.31496, 1.55117, 0.70335)
H (8.02579, -2.81695, -0.81040)
H (-3.56446, -2.15593, 0.33838)
H (-5.88069, -3.63660, 2.00619)
H (7.66178, 1.39569, 1.45558)
H (-5.75975, -3.33633, 0.04662)
H (9.91090, 0.50572, 1.21190)
H (-3.40204, -0.93566, -1.99640)
H (-3.60272, 2.65975, 0.30916)
H (10.05712, -1.79197, -0.23368)
H (0.96476, -0.30884, -0.69297)
H (-7.17072, 0.50547, 1.39775)
H (-5.27701, -0.03933, -2.77543)
H (-6.61145, 0.71166, -2.34093)
H (-5.35771, 1.74695, 0.81460)
H (-7.07146, -1.59487, -1.79233)
H (-0.87153, -0.87519, -1.81517)
H (-5.29947, -1.82035, -1.27027)

Density functional theory data (the ωB97M-V functional and the def2-TZVPD basis) for a single C4H9N3O molecule.

Properties
**E_LUMO (alpha / beta)**: 0.6 / 0.5 eV
**ΔE to the lowest compared entry with this formula, charge and spin**: 4.669 eV
**Orbital gap (alpha / beta)**: 7.7 / 7.2 eV
**E_HOMO (alpha / beta)**: -7.1 / -6.7 eV
**Charge**: 0
**E**: -10807.7927 eV

CARTESIAN COORDINATES (ANGSTROEM)
O (2.04861, 0.46635, 0.79238)
N (-0.20598, -2.30574, -0.75275)
N (-2.30367, -0.62940, 0.18066)
N (-0.11894, -1.42212, 0.18692)
C (0.79883, 0.48620, 0.21390)
C (0.69519, 1.00092, -1.18450)
C (-1.12797, -0.51625, 0.62515)
C (-0.33473, 0.65095, 1.17972)
H (2.71725, 0.29668, 0.11833)
H (-1.06576, -2.12942, -1.28095)
H (-0.00340, 0.48860, 2.20494)
H (-0.87319, 1.59628, 1.11206)
H (-0.34564, 1.08865, -1.48748)
H (1.17445, 0.29370, -1.87735)
H (1.16673, 1.98189, -1.28625)
H (-2.92567, 0.12971, 0.43666)
H (0.70391, -1.47702, 0.81857)

Question: Which of these has the highest ΔE to the lowest compared entry with this formula, charge and spin?
Answer: C23H24N4O3S

Question: The lowest charge belongs to which entry?
Answer: C5H11O2

What did the first record say?
Density functional theory data (the ωB97M-V functional and the def2-TZVPD basis) for 2 unconnected molecules or ions with the total composition C5H11O2.

Properties
**E_LUMO**: 3.5 eV
**ΔE to the lowest compared entry with this formula, charge and spin**: 0.225 eV
**Orbital gap**: 7.3 eV
**E_HOMO**: -3.8 eV
**Charge**: -1
**E**: -9459.8043 eV

CARTESIAN COORDINATES (ANGSTROEM)
O (2.18249, 2.40593, 0.97920)
O (0.70031, 2.65398, 2.66770)
C (1.05716, 2.64763, 1.46719)
C (-0.07336, 2.92943, 0.45551)
C (-0.93990, -0.98161, 0.18768)
C (0.08957, -1.36515, -0.89513)
C (0.18740, -2.86639, -1.09306)
H (0.83832, -3.13750, -1.91993)
H (-0.90681, 3.37294, 1.00112)
H (1.04430, -0.94298, -0.57018)
H (-0.99336, 0.10036, 0.30584)
H (0.51376, -3.32779, -0.16899)
H (-0.15876, -0.86600, -1.82959)
H (-0.62810, -1.47251, 1.11459)
H (0.26477, 3.54666, -0.38282)
H (-1.92915, -1.36469, -0.07549)
H (-0.46543, 2.00999, 0.01799)
H (-0.78320, -3.34230, -1.26162)